Entry 1:
{
  "formula": "C13H17Cl3N4OS",
  "method": "ωB97M-V with the def2-TZVPD basis set",
  "smiles": "Cc1ccccc1NC(=S)N[C@@H](NC(=O)N(C)C)C(Cl)(Cl)Cl",
  "orbital_gap_ha": 0.32291,
  "lumo_ev": 0.4456,
  "homo_energy_ev": -8.34,
  "symbols": ["C", "C", "C", "C", "C", "C", "C", "N", "C", "S", "N", "C", "N", "C", "O", "N", "C", "C", "C", "Cl", "Cl", "Cl", "H", "H", "H", "H", "H", "H", "H", "H", "H", "H", "H", "H", "H", "H", "H", "H", "H"],
  "xyz": [[2.6146, 0.7562, 2.5032], [1.4622, 1.6335, 2.1269], [0.8114, 2.3916, 3.0927], [-0.2297, 3.2404, 2.7650], [-0.6345, 3.3620, 1.4458], [-0.0075, 2.6168, 0.4660], [1.0195, 1.7417, 0.8055], [1.6392, 0.9912, -0.2200], [1.7442, -0.3443, -0.2819], [2.7109, -1.0906, -1.3875], [1.0096, -1.0911, 0.6332], [-0.4342, -0.9649, 0.5742], [-0.9907, -1.5391, -0.6216], [-1.0949, -0.7268, -1.7470], [-1.0161, 0.4841, -1.6537], [-1.3368, -1.3730, -2.9095], [-1.4050, -2.8113, -3.0296], [-1.4133, -0.6019, -4.1295], [-1.0634, -1.6335, 1.7997], [-2.8246, -1.4651, 1.7232], [-0.6575, -3.3664, 1.8306], [-0.4725, -0.8820, 3.2848], [3.0869, 1.1248, 3.4103], [2.2759, -0.2632, 2.6845], [3.3550, 0.7224, 1.7068], [1.1379, 2.3165, 4.1198], [-0.7185, 3.8149, 3.5373], [-1.4383, 4.0315, 1.1807], [-0.3253, 2.6717, -0.5636], [1.9657, 1.4942, -1.0336], [1.3053, -2.0643, 0.6126], [-0.7005, 0.1007, 0.5699], [-0.7918, -2.5184, -0.7609], [-0.4289, -3.2779, -2.8586], [-2.1369, -3.2292, -2.3350], [-1.7215, -3.0549, -4.0412], [-0.5926, -0.8658, -4.8005], [-1.3376, 0.4508, -3.8667], [-2.3656, -0.7811, -4.6323]],
  "lowdin_charge": [-0.046, -0.240, -0.066, -0.082, -0.075, -0.025, -0.225, 0.070, -0.913, 0.627, 0.016, -0.494, 0.098, -0.523, 0.048, -0.141, -0.048, -0.039, -1.507, 0.623, 0.625, 0.664, 0.082, 0.053, 0.084, 0.112, 0.102, 0.104, 0.109, 0.144, 0.085, 0.134, 0.096, 0.095, 0.094, 0.090, 0.094, 0.084, 0.091]
}


Entry 2:
{
  "formula": "C8H6N2O3S",
  "method": "ωB97M-V with the def2-TZVPD basis set",
  "smiles": "O=C[C@H]1Nc2ncccc2C1=S(=O)=O",
  "orbital_gap_ha": [0.24817, 0.24811],
  "lumo_ev": [-1.4233, -1.4254],
  "homo_energy_ev": [-8.18, -8.18],
  "symbols": ["O", "C", "C", "N", "C", "N", "C", "C", "C", "C", "C", "S", "O", "O", "H", "H", "H", "H", "H", "H"],
  "xyz": [[2.0692, -1.3330, 1.4041], [1.5858, -2.0406, 0.5642], [0.8767, -1.5556, -0.6856], [-0.5362, -1.6427, -0.4702], [-1.1133, -0.4513, -0.1562], [-2.3703, -0.3418, 0.2283], [-2.8125, 0.8925, 0.4399], [-2.0367, 2.0370, 0.2932], [-0.7056, 1.9194, -0.0780], [-0.2120, 0.6406, -0.3138], [1.0542, 0.2145, -0.7956], [2.5243, 0.6242, 0.0002], [2.6453, 2.0343, 0.2762], [3.6593, -0.0499, -0.5699], [1.5387, -3.1337, 0.6976], [1.2256, -2.0395, -1.5958], [-1.0180, -2.5131, -0.3184], [-3.8451, 0.9565, 0.7559], [-2.4713, 3.0036, 0.4877], [-0.0583, 2.7786, -0.1636]],
  "lowdin_charge": [0.030, -0.196, -0.172, 0.082, -0.288, 0.124, -0.134, -0.064, 0.003, -0.208, -0.123, 0.817, -0.316, -0.315, 0.140, 0.142, 0.153, 0.106, 0.099, 0.119]
}


Entry 3:
{
  "formula": "CH6N2S",
  "method": "ωB97M-V with the def2-TZVPD basis set",
  "orbital_gap_ha": 0.25228,
  "lumo_ev": -0.2965,
  "homo_energy_ev": -7.16,
  "symbols": ["S", "H", "N", "C", "N", "H", "H", "H", "H", "H"],
  "xyz": [[1.0473, -1.1690, 1.4399], [0.0654, -1.2494, 2.3327], [-0.0135, -0.3794, -1.3672], [0.1608, 0.6492, -0.5318], [-0.8080, 1.0899, 0.2680], [-0.2548, -1.2651, -0.9417], [0.6431, -0.4287, -2.1311], [1.1799, 1.0097, -0.4324], [-0.4459, 1.3160, 1.1830], [-1.5742, 0.4268, 0.1807]],
  "lowdin_charge": [0.014, -0.395, 0.085, -0.336, 0.118, 0.067, 0.110, 0.116, 0.100, 0.120]
}